Entry 1:
{"formula": "C49H51BrCl3N7P2RuSi2", "method": "the ωB97M-V functional and the def2-TZVPD basis", "energy_ha": -7592.0075, "homo_energy_ev": [-8.951, -10.689], "gap_ev": [7.029, 7.538], "multiplicity": 6, "charge": 1, "species": ["Ru", "C", "Si", "C", "C", "N", "P", "C", "P", "N", "Si", "C", "C", "C", "C", "C", "C", "C", "C", "C", "C", "C", "C", "C", "C", "C", "C", "C", "C", "C", "C", "C", "C", "C", "C", "C", "C", "C", "H", "H", "H", "H", "H", "H", "H", "H", "H", "H", "H", "H", "H", "H", "H", "H", "H", "H", "H", "H", "H", "H", "H", "H", "H", "H", "H", "H", "H", "H", "H", "H", "H", "H", "H", "H", "H", "H", "C", "C", "C", "C", "C", "C", "N", "N", "C", "C", "C", "C", "C", "N", "H", "H", "H", "H", "H", "H", "H", "H", "H", "Cl", "C", "Cl", "Cl", "C", "N", "Br", "C", "C", "C", "C", "N", "C", "H", "H", "H", "H"], "xyz": [[-0.514, -0.527, 0.345], [1.306, 1.207, 3.318], [0.141, 2.082, 2.045], [2.141, 5.049, 2.273], [-2.758, 4.181, 2.545], [0.061, 1.528, 0.453], [1.143, 1.308, -0.776], [0.677, -0.262, -1.259], [0.802, -1.943, -1.482], [0.276, -2.419, -0.027], [0.822, -3.489, 1.251], [2.453, -4.314, 0.773], [-0.440, -4.876, 1.578], [1.124, -2.607, 2.795], [2.506, -2.436, -1.907], [3.501, -1.431, -1.963], [4.821, -1.773, -2.373], [5.122, -3.044, -2.773], [4.155, -4.023, -2.806], [2.870, -3.724, -2.362], [-0.178, -2.624, -2.773], [-0.724, -3.904, -2.653], [-1.400, -4.466, -3.762], [-1.573, -3.706, -4.900], [-1.023, -2.460, -5.019], [-0.325, -1.893, -3.946], [0.858, 2.475, -2.111], [1.136, 2.142, -3.442], [0.957, 3.102, -4.422], [0.741, 4.413, -4.055], [0.432, 4.731, -2.707], [0.529, 3.768, -1.723], [2.845, 1.574, -0.209], [3.480, 2.751, -0.499], [4.843, 2.895, -0.036], [5.419, 1.913, 0.801], [4.653, 0.809, 1.158], [3.377, 0.653, 0.667], [1.065, 1.472, 4.347], [2.290, 1.545, 3.053], [1.233, 0.105, 3.205], [2.662, 4.098, 2.252], [2.875, 5.696, 2.727], [1.980, 5.359, 1.224], [-2.818, 5.272, 2.464], [-3.599, 3.787, 3.072], [-2.811, 3.790, 1.535], [2.313, -4.939, -0.067], [2.766, -4.926, 1.571], [3.227, -3.527, 0.554], [-1.420, -4.663, 1.992], [0.011, -5.599, 2.334], [-0.636, -5.480, 0.689], [2.183, -2.334, 2.871], [0.957, -3.290, 3.669], [0.489, -1.718, 3.022], [3.326, -0.402, -1.783], [5.562, -1.002, -2.429], [6.160, -3.248, -3.101], [4.394, -5.037, -3.121], [2.209, -4.570, -2.319], [-0.591, -4.439, -1.714], [-1.859, -5.455, -3.532], [-2.087, -4.112, -5.792], [-1.007, -1.908, -5.967], [0.269, -0.976, -3.963], [1.307, 1.140, -3.753], [1.181, 2.942, -5.420], [0.708, 5.242, -4.705], [0.402, 5.785, -2.440], [0.433, 4.003, -0.645], [3.023, 3.472, -1.131], [5.442, 3.811, -0.262], [6.443, 1.999, 1.113], [5.073, 0.019, 1.827], [2.790, -0.217, 0.961], [1.042, 4.545, 4.451], [0.814, 4.905, 3.041], [-0.142, 3.930, 2.319], [-1.452, 3.612, 3.099], [-1.282, 3.745, 4.583], [-0.051, 3.995, 5.162], [-1.516, 2.089, 2.738], [-2.596, 1.430, 3.036], [-2.715, 0.095, 2.912], [-3.914, -0.410, 3.492], [-4.087, -1.766, 3.574], [-3.113, -2.623, 2.995], [-2.156, -2.040, 2.200], [-1.925, -0.696, 2.198], [1.961, 4.645, 4.982], [0.344, 5.912, 3.071], [-0.389, 4.359, 1.327], [-2.118, 3.387, 5.195], [-0.028, 3.818, 6.231], [-4.563, 0.325, 3.958], [-4.959, -2.183, 4.003], [-3.174, -3.680, 3.071], [-1.542, -2.693, 1.604], [-6.534, -4.523, -1.772], [-5.001, -4.681, -2.619], [-4.296, -6.195, -1.984], [-5.218, -4.703, -4.306], [-4.182, -3.509, -2.399], [-3.594, -2.523, -2.295], [-6.682, 0.076, -0.157], [-4.973, 0.504, -0.926], [-4.870, 1.394, -2.005], [-3.577, 1.689, -2.451], [-2.525, 0.979, -1.889], [-2.678, 0.107, -0.879], [-3.873, -0.106, -0.410], [-5.769, 1.851, -2.438], [-3.454, 2.315, -3.268], [-1.475, 1.133, -2.148], [-3.940, -0.863, 0.353]], "atomic_forces_ev_per_a": [[-0.3, 1.1, -0.6], [-1.2, -0.3, -1.2], [0.0, -0.4, 1.7], [-0.3, -0.4, -0.6], [0.8, 0.4, -0.7], [0.9, -0.2, -0.6], [-1.1, -0.7, 0.0], [-0.4, 0.1, 0.4], [1.6, 0.3, 1.0], [-0.2, -0.8, 0.6], [-0.2, -1.2, -1.3], [-0.3, 2.2, -0.1], [0.7, -1.1, 0.7], [-0.2, 0.8, 2.2], [0.9, 0.4, -0.7], [0.9, -1.8, -0.7], [-1.7, 0.7, 0.5], [1.5, -0.2, -0.6], [-0.7, -0.2, 0.5], [0.4, 0.1, 0.2], [-0.8, -0.4, -0.4], [0.0, 0.1, -0.9], [-0.1, -0.4, 2.4], [-0.6, -1.2, -1.3], [1.2, 1.8, 0.1], [0.4, -0.6, 0.0], [0.6, -0.3, 0.3], [-1.3, 0.5, 0.4], [0.7, 1.0, 1.2], [-1.3, 0.0, 2.4], [1.4, 0.4, -0.7], [-0.1, 0.1, 0.2], [-1.5, 0.2, 0.0], [3.2, -0.2, 0.6], [-0.6, 0.4, 0.3], [-1.0, 0.7, -1.2], [0.6, -0.9, 0.8], [0.3, -0.8, 0.4], [0.0, 0.1, -0.1], [0.8, 0.0, 0.2], [0.2, 0.7, 0.0], [0.0, -0.5, -0.2], [-0.1, 0.7, 0.3], [0.1, 0.0, 0.5], [0.2, -0.2, 0.4], [-0.5, -0.1, 0.5], [-0.2, 0.0, -0.4], [0.0, -0.7, -1.0], [0.6, -0.7, 1.1], [-0.6, -0.9, 0.2], [0.0, 0.4, 0.0], [-0.3, 0.8, -0.9], [0.1, 0.0, -0.2], [-0.1, 0.3, -0.1], [0.1, 0.4, -0.7], [0.5, -0.6, -0.3], [-0.5, 0.6, 0.4], [0.3, 0.3, 0.1], [-0.8, 0.0, 0.2], [-0.1, 0.2, 0.0], [-0.6, 0.1, -0.1], [-0.2, -0.1, -0.2], [0.4, 0.8, -0.9], [0.2, 0.1, 0.7], [-0.4, -0.3, 0.4], [-0.6, 0.1, -0.6], [0.4, -0.8, 0.1], [0.2, -0.8, -1.8], [0.1, 0.5, -1.1], [-0.5, -0.1, 0.0], [-0.1, -0.1, -0.8], [-0.1, 0.6, -0.4], [-0.7, -0.9, 0.0], [0.2, 0.1, 0.2], [-0.4, 0.8, -0.6], [0.1, 0.0, -0.1], [-1.9, -1.5, 1.2], [0.7, 0.6, -0.7], [-0.1, 0.5, -0.1], [-0.6, -0.6, -0.3], [0.2, -0.5, -0.1], [-0.1, 0.6, -0.4], [0.4, 0.5, 0.0], [0.2, 0.8, 0.7], [-1.2, 0.5, -0.2], [0.5, -0.3, 0.5], [0.9, 0.3, -0.6], [-0.5, 1.2, -0.4], [-0.5, 0.2, 1.3], [1.4, -1.5, -1.5], [0.7, 0.3, 0.0], [0.0, -0.3, -0.2], [-0.1, -0.1, 0.4], [0.3, 0.2, -0.2], [0.5, 0.1, 0.0], [-0.1, -0.3, -0.2], [-0.7, -0.3, 0.6], [-0.2, -0.7, 0.0], [0.1, 0.4, -0.1], [-0.5, 0.4, 0.2], [-0.2, -0.5, 1.1], [0.5, 0.2, -0.3], [-0.4, -0.5, -1.8], [0.8, 1.2, 0.8], [-0.4, -0.8, 0.0], [0.6, 0.2, -0.3], [-1.7, 0.7, -0.7], [0.1, -0.2, 0.8], [-0.8, -1.9, 1.1], [0.7, 0.2, 0.6], [1.7, 0.7, -0.7], [-0.2, -0.9, 0.6], [0.5, -0.2, 0.2], [0.5, 1.2, -1.3], [-0.5, 0.1, -0.3], [-0.3, 0.0, 0.4]]}

***

Entry 2:
{"formula": "C49H51ClMnN3O3PSSi", "method": "the ωB97M-V functional and the def2-TZVPD basis", "energy_ha": -4927.5963, "homo_energy_ev": [-12.989, -12.991], "gap_ev": [5.776, 7.254], "multiplicity": 4, "charge": 2, "species": ["Mn", "Cl", "C", "C", "C", "C", "C", "C", "P", "C", "C", "C", "C", "C", "C", "C", "C", "C", "C", "C", "C", "H", "H", "H", "H", "H", "H", "H", "H", "H", "H", "H", "H", "H", "H", "C", "Si", "C", "N", "C", "C", "C", "C", "C", "C", "C", "C", "C", "C", "C", "C", "C", "C", "C", "C", "C", "H", "H", "H", "H", "H", "H", "H", "H", "H", "H", "H", "H", "H", "H", "H", "H", "H", "H", "H", "H", "H", "H", "H", "H", "C", "C", "C", "C", "C", "C", "C", "S", "O", "O", "O", "H", "H", "H", "H", "H", "H", "H", "N", "C", "C", "C", "N", "C", "C", "H", "H", "H", "H", "H", "H"], "xyz": [[0.046, 0.968, -0.402], [-1.170, 2.739, -1.457], [-1.708, 2.153, -3.041], [-2.739, 2.832, -3.650], [-3.200, 2.346, -4.867], [-2.638, 1.209, -5.428], [-1.603, 0.545, -4.786], [-1.115, 1.021, -3.574], [0.264, 0.221, -2.717], [0.364, -1.504, -3.219], [-0.301, -2.499, -2.503], [-0.277, -3.806, -2.957], [0.399, -4.124, -4.127], [1.069, -3.138, -4.836], [1.063, -1.828, -4.384], [1.735, 0.997, -3.451], [2.997, 0.540, -3.064], [4.137, 1.078, -3.631], [4.030, 2.075, -4.596], [2.782, 2.526, -4.991], [1.633, 1.990, -4.421], [-3.186, 3.699, -3.184], [-4.016, 2.852, -5.363], [-3.013, 0.829, -6.368], [-1.179, -0.351, -5.220], [-0.849, -2.248, -1.607], [-0.794, -4.577, -2.402], [0.406, -5.145, -4.487], [1.603, -3.385, -5.744], [1.601, -1.072, -4.940], [3.087, -0.259, -2.336], [5.111, 0.709, -3.337], [4.922, 2.483, -5.051], [2.694, 3.288, -5.754], [0.664, 2.341, -4.751], [1.056, -0.725, 0.142], [0.917, -0.780, 2.055], [0.757, 1.046, 2.547], [-0.180, 1.831, 1.692], [-1.593, 1.669, 2.222], [-2.289, 2.981, 2.542], [-1.480, 3.793, 3.547], [-0.029, 3.957, 3.059], [0.197, 3.280, 1.712], [-0.474, -1.903, 2.548], [-0.594, -3.145, 1.915], [-1.459, -4.113, 2.401], [-2.240, -3.845, 3.517], [-2.149, -2.613, 4.147], [-1.263, -1.655, 3.672], [2.499, -1.436, 2.830], [3.688, -0.696, 2.906], [4.819, -1.197, 3.530], [4.790, -2.461, 4.103], [3.626, -3.208, 4.056], [2.495, -2.700, 3.431], [0.523, -1.567, -0.298], [2.075, -0.743, -0.237], [1.757, 1.471, 2.438], [0.500, 1.172, 3.604], [-1.529, 1.073, 3.135], [-2.178, 1.096, 1.515], [-3.267, 2.730, 2.955], [-2.484, 3.550, 1.630], [-1.494, 3.272, 4.507], [-1.945, 4.763, 3.715], [0.678, 3.564, 3.791], [0.226, 5.010, 2.930], [1.245, 3.359, 1.434], [-0.386, 3.791, 0.943], [0.021, -3.380, 1.051], [-1.519, -5.079, 1.916], [-2.914, -4.599, 3.901], [-2.753, -2.404, 5.020], [-1.170, -0.720, 4.213], [3.742, 0.310, 2.513], [5.720, -0.600, 3.582], [5.669, -2.852, 4.597], [3.592, -4.188, 4.512], [1.596, -3.301, 3.418], [-5.687, -4.237, 2.817], [-4.946, -3.229, 1.989], [-3.997, -3.641, 1.053], [-3.338, -2.725, 0.255], [-3.643, -1.376, 0.386], [-4.579, -0.936, 1.314], [-5.218, -1.868, 2.113], [-2.912, -0.207, -0.687], [-2.746, -0.788, -1.992], [-3.616, 1.037, -0.558], [-1.483, -0.037, -0.061], [-5.078, -5.118, 3.010], [-6.584, -4.568, 2.289], [-6.004, -3.814, 3.769], [-3.779, -4.696, 0.947], [-2.617, -3.054, -0.481], [-4.813, 0.117, 1.384], [-5.953, -1.535, 2.835], [5.389, 4.264, -0.788], [4.252, 3.561, -0.725], [3.085, 3.967, -1.396], [1.946, 3.218, -1.304], [1.838, 2.072, -0.590], [2.970, 1.682, 0.031], [4.153, 2.365, 0.007], [5.443, 5.122, -1.310], [6.216, 3.964, -0.302], [3.075, 4.868, -1.995], [1.074, 3.554, -1.835], [2.927, 0.759, 0.574], [5.006, 1.966, 0.541]], "atomic_forces_ev_per_a": [[0.7, -0.5, 1.1], [-0.6, 0.7, -0.3], [0.0, -0.1, 0.0], [0.0, 0.0, 0.0], [0.0, 0.0, 0.0], [0.0, 0.0, 0.0], [0.0, 0.0, 0.0], [0.0, -0.1, 0.1], [0.2, 0.3, -0.4], [-0.1, 0.0, 0.2], [0.0, 0.0, 0.0], [0.0, 0.0, 0.0], [0.0, 0.0, 0.0], [0.0, 0.0, 0.0], [0.0, 0.0, 0.0], [0.0, -0.1, 0.0], [0.0, 0.0, 0.0], [0.0, 0.0, 0.0], [0.0, 0.0, 0.0], [0.0, 0.0, 0.0], [0.0, 0.0, 0.0], [0.0, 0.0, 0.0], [0.0, 0.0, 0.0], [0.0, 0.0, 0.0], [0.0, 0.0, 0.0], [-0.1, 0.0, -0.1], [0.0, 0.0, 0.0], [0.0, 0.0, 0.0], [0.0, 0.0, 0.0], [0.0, 0.0, 0.0], [0.0, 0.0, 0.0], [0.0, 0.0, 0.0], [0.0, 0.0, 0.0], [0.0, 0.0, 0.0], [0.0, 0.0, 0.0], [0.1, -0.3, 0.1], [0.2, 0.0, 0.1], [0.0, -0.1, -0.1], [-0.1, 0.1, -0.3], [-0.1, 0.0, 0.1], [0.0, 0.0, 0.0], [0.0, 0.0, 0.0], [0.0, 0.0, 0.0], [0.0, 0.0, 0.1], [0.0, 0.0, -0.1], [0.0, -0.1, 0.1], [0.3, 0.1, 0.2], [0.2, 0.0, 0.1], [0.0, -0.1, 0.0], [0.0, 0.0, 0.0], [0.0, 0.1, 0.0], [-0.1, 0.0, 0.0], [0.0, 0.0, 0.0], [0.0, 0.0, 0.0], [0.0, 0.0, 0.0], [0.0, 0.0, -0.1], [0.0, 0.1, 0.1], [0.0, 0.1, -0.1], [0.0, 0.0, 0.0], [0.0, 0.0, 0.0], [0.0, 0.1, -0.1], [0.0, 0.1, 0.1], [0.0, 0.0, 0.0], [0.0, 0.0, 0.0], [0.0, 0.0, 0.0], [0.0, 0.0, 0.0], [0.0, 0.0, 0.0], [0.0, 0.0, 0.0], [0.0, 0.0, 0.0], [0.0, 0.0, 0.0], [0.0, 0.0, 0.0], [0.0, 0.0, 0.0], [0.0, 0.0, 0.0], [0.0, 0.0, 0.0], [0.0, 0.0, 0.0], [0.0, 0.2, -0.1], [0.0, 0.0, 0.0], [0.0, 0.0, 0.0], [0.0, 0.0, 0.0], [0.0, 0.0, 0.0], [0.0, 0.0, 0.0], [-0.1, 0.1, -0.2], [-0.3, 0.1, -0.2], [-0.2, 0.1, -0.1], [0.0, 0.0, 0.1], [0.0, -0.1, 0.0], [0.0, -0.1, 0.0], [0.0, 0.0, 0.0], [0.0, 0.1, 0.1], [0.1, 0.0, -0.1], [0.2, -0.1, -0.4], [0.0, 0.0, 0.0], [0.0, 0.0, 0.0], [0.0, 0.0, 0.0], [0.0, 0.0, 0.0], [0.0, 0.0, 0.0], [0.0, 0.0, 0.0], [0.0, 0.0, 0.0], [0.0, 0.0, 0.0], [0.0, 0.0, 0.0], [0.0, 0.0, 0.0], [0.0, 0.0, 0.0], [-0.1, -0.1, -0.1], [0.0, 0.0, 0.0], [0.0, 0.0, 0.0], [0.0, 0.0, 0.0], [0.0, 0.0, 0.0], [0.0, 0.0, 0.0], [-0.1, 0.0, 0.0], [0.0, -0.1, 0.2], [0.0, 0.0, 0.0]]}